Entry 1:
A molecular structure, C6H14CsN2O2 in a non-equilibrium geometry. Source: OMol25; level of theory: ωB97M-V with the def2-TZVPD basis set.

Summary:
net charge: +1
relative energy (zero: lowest compared OMol25 entry of this formula, charge and spin): 208.46 kcal/mol
multiplicity: 1
LUMO level: -2.646 eV
frontier orbital gap: 8.1 eV

Cartesian coordinates (Å):
Cs1 0.679 1.238 -0.057
C1 2.639 0.412 3.548
C2 1.400 0.464 2.713
O1 1.328 1.366 1.883
N1 0.449 -0.355 3.105
C3 -0.798 -0.312 2.241
H1 2.506 -0.348 4.318
H2 2.744 1.377 4.043
H3 3.476 0.260 2.867
H4 0.425 -0.517 4.101
H5 -0.627 -0.304 1.165
H6 -1.442 0.501 2.578
H7 -1.400 -1.209 2.385
C4 0.423 1.041 -3.248
C5 -0.484 0.155 -2.485
O2 -0.362 0.182 -1.266
N2 -1.349 -0.604 -3.195
C6 -2.299 -1.482 -2.642
H8 0.600 1.894 -2.593
H9 -0.203 1.490 -4.019
H10 1.313 0.556 -3.649
H11 -1.384 -0.636 -4.204
H12 -3.055 -1.078 -1.969
H13 -1.677 -2.232 -2.154
H14 -2.902 -1.860 -3.468

Forces on the atoms, in the same order (eV/Å):
Cs 6.7 10.3 -0.8
C -0.2 -0.2 0.2
C 2.6 1.8 2.8
O 1.7 -0.4 8.2
N -2.6 -0.5 -2.4
C -0.5 -0.8 1.9
H 0.7 -0.2 -0.1
H 0.2 0.0 -0.1
H 0.2 -0.2 0.4
H -0.3 -0.6 -0.3
H 0.2 -0.1 0.9
H 0.1 0.3 -0.4
H 0.3 -0.2 0.3
C -0.8 1.2 -0.8
C -0.4 -1.3 -2.6
O -9.4 -9.8 -7.8
N 0.6 2.0 0.1
C -0.7 -1.4 0.7
H 0.8 -0.2 -0.3
H 0.4 -0.2 -0.6
H -0.1 0.2 0.1
H 0.7 0.8 0.1
H 0.5 0.5 0.3
H -0.9 -0.7 0.2
H 0.3 -0.5 0.1

=====

Entry 2:
A molecular structure, C4H10O4 in a non-equilibrium geometry. Source: OMol25; level of theory: ωB97M-V with the def2-TZVPD basis set.

Summary:
relative energy (zero: lowest compared OMol25 entry of this formula, charge and spin): 148.68 kcal/mol
multiplicity: 1
LUMO level: 0.337 eV
frontier orbital gap: 10.4 eV

Cartesian coordinates (Å):
C1 -1.636 -0.411 1.194
C2 -0.863 0.480 -1.771
O1 -0.630 0.369 0.557
H1 -1.973 0.114 2.092
H2 -1.398 -1.429 1.506
H3 -2.491 -0.500 0.519
H4 -1.054 -0.468 -2.263
H5 -0.524 1.322 -2.362
H6 -1.813 0.699 -1.295
C3 1.665 0.806 1.144
C4 0.718 -0.212 0.555
O2 0.873 0.183 -1.326
O3 1.276 -1.033 -1.955
O4 0.864 -1.426 0.725
H7 1.264 -1.631 -1.167
H8 1.690 0.699 2.230
H9 2.658 0.616 0.735
H10 1.372 1.822 0.883

Forces on the atoms, in the same order (eV/Å):
C -0.7 0.2 0.2
C 1.6 -0.5 -1.7
O 1.4 -1.2 1.0
H 0.0 0.1 -0.1
H 0.7 0.2 -0.4
H 0.0 0.1 -0.1
H 0.7 0.1 -0.5
H -0.3 -0.3 -0.5
H 0.8 0.3 1.4
C 0.4 0.2 -1.0
C -1.5 -0.6 2.4
O -2.4 -0.2 -0.4
O -0.4 0.6 0.7
O -0.1 1.3 -1.1
H -0.1 0.0 -0.1
H -0.1 -0.1 -0.1
H 0.0 0.0 0.2
H 0.0 -0.1 0.0

=====

Entry 3:
13 unconnected molecules or ions with the total composition C5H35NO13S in a non-equilibrium geometry. Source: OMol25; level of theory: ωB97M-V with the def2-TZVPD basis set.

Summary:
relative energy (zero: lowest compared OMol25 entry of this formula, charge and spin): 61.13 kcal/mol
multiplicity: 1
LUMO level: 0.019 eV
frontier orbital gap: 8.5 eV

Cartesian coordinates (Å):
O1 0.379 3.067 1.962
C1 -0.257 2.152 1.486
C2 0.018 1.205 0.328
C3 1.273 1.767 -0.274
C4 1.927 0.763 -1.201
S1 2.704 -0.325 -0.027
C5 3.559 -1.239 -1.306
N1 -1.106 1.160 -0.652
H1 -1.154 1.759 2.024
H2 0.285 0.128 0.589
H3 1.813 2.371 0.531
H4 0.902 2.616 -0.837
H5 2.556 1.372 -1.909
H6 1.234 0.273 -1.823
H7 3.516 -2.338 -1.290
H8 4.643 -1.063 -1.408
H9 3.136 -0.995 -2.237
H10 -2.011 0.840 -0.244
H11 -1.247 1.967 -1.197
H12 1.308 -4.071 2.827
H13 1.930 -2.607 2.601
O2 1.362 -3.305 2.244
H14 -0.390 0.208 4.438
H15 -0.733 -0.633 3.218
O3 -0.273 0.242 3.509
H16 3.534 -1.054 3.220
H17 2.104 -0.450 3.583
O4 2.617 -1.225 3.552
H18 -1.871 1.261 -4.310
H19 -2.748 0.087 -3.555
O5 -1.969 0.382 -4.129
H20 -0.919 -0.542 -2.998
H21 -0.521 -0.222 -1.616
O6 -0.306 -0.868 -2.353
H22 0.104 -2.435 3.043
H23 -1.261 -2.768 2.239
O7 -0.954 -2.352 3.067
H24 2.493 3.567 1.271
H25 2.610 3.973 -0.155
O8 3.084 3.967 0.669
H26 -3.031 -3.062 -3.024
H27 -2.640 -3.773 -1.642
O9 -3.394 -3.458 -2.194
H28 -0.179 -2.987 0.018
H29 -0.594 -2.006 -1.124
O10 -0.895 -2.659 -0.527
H30 -4.770 0.730 -1.648
H31 -3.812 -0.434 -1.234
O11 -3.902 0.457 -1.642
H32 -3.742 -2.428 -0.863
H33 -2.659 -2.081 -0.138
O12 -3.557 -1.739 -0.171
H34 -1.745 4.561 -1.412
H35 -0.787 4.469 -2.615
O13 -0.842 4.292 -1.668

Forces on the atoms, in the same order (eV/Å):
O -0.1 -0.5 -1.1
C -1.7 -1.6 2.2
C 0.8 0.3 -0.5
C -1.0 1.6 -0.5
C 1.4 3.0 0.9
S 0.9 -0.8 -0.8
C 1.7 -1.8 0.1
N -0.1 -2.1 2.0
H -0.1 0.9 -0.1
H -0.9 1.3 0.6
H -0.1 -2.4 -1.4
H -0.1 0.3 -0.7
H 0.3 -1.0 0.9
H -0.7 -0.7 -0.4
H -0.4 0.2 0.6
H -0.3 0.5 0.4
H -0.6 0.5 -1.1
H 1.0 0.5 -0.4
H 0.0 1.4 -0.4
H 0.4 0.3 0.1
H 0.5 0.0 0.5
O -0.4 -0.4 -0.7
H -0.2 0.2 1.5
H 0.8 1.5 0.4
O -0.5 -1.8 -1.8
H -1.5 0.3 0.5
H -0.9 1.9 -0.2
O 2.3 -2.1 -0.4
H -0.4 3.5 -0.2
H 1.2 1.8 -1.0
O -1.3 -5.1 1.3
H -0.5 0.3 -1.3
H 0.0 0.0 -0.6
O 0.4 -0.2 1.5
H -3.3 -0.3 -0.5
H 0.4 0.3 0.5
O 2.2 0.0 -0.1
H -1.0 -0.3 1.4
H -0.2 0.2 -0.5
O 1.7 1.0 -0.6
H -0.1 -0.6 1.2
H -0.3 0.3 -1.0
O 0.7 -0.2 -0.5
H 0.4 0.1 0.0
H 1.0 1.4 -1.7
O -1.4 -2.1 1.9
H -3.1 0.7 0.1
H -0.3 0.3 0.4
O 3.4 -0.8 -0.6
H -1.2 0.7 0.2
H 1.3 0.7 1.0
O -0.2 -1.2 -0.8
H 0.7 -0.1 -0.2
H 0.0 0.1 0.1
O -0.7 0.0 0.1

=====

Entry 4:
8 unconnected molecules or ions with the total composition C7H29NO7 in a non-equilibrium geometry. Source: OMol25; level of theory: ωB97M-V with the def2-TZVPD basis set.

Summary:
relative energy (zero: lowest compared OMol25 entry of this formula, charge and spin): 113.78 kcal/mol
multiplicity: 1
SMILES string: C/C=C/CCCCN.O.O.O.O.O.O.O
LUMO level: 0.089 eV
frontier orbital gap: 8.6 eV

Cartesian coordinates (Å):
C1 -1.090 3.474 -0.503
C2 -0.408 2.695 0.547
C3 0.910 2.641 0.845
C4 1.276 1.999 2.138
C5 1.348 0.464 2.146
C6 2.542 0.014 1.114
C7 3.028 -1.499 1.284
N1 2.696 -2.282 0.066
H1 -1.357 4.390 -0.108
H2 -0.594 3.978 -1.277
H3 -1.832 2.925 -1.123
H4 -1.206 2.443 1.302
H5 1.584 2.834 0.117
H6 2.275 2.429 2.334
H7 0.609 2.320 2.965
H8 1.455 0.058 3.247
H9 0.306 -0.103 1.872
H10 2.065 0.180 0.190
H11 3.390 0.701 1.198
H12 4.064 -1.669 1.499
H13 2.329 -2.026 2.083
H14 1.698 -2.193 0.042
H15 3.458 -1.998 -0.608
O1 0.963 0.632 -2.848
H16 0.285 0.317 -2.214
H17 0.491 0.183 -3.546
O2 -2.688 0.092 0.045
H18 -2.758 0.140 0.961
H19 -3.563 0.215 -0.265
O3 0.106 -1.590 -0.622
H20 -0.342 -1.989 0.165
H21 0.634 -0.805 -0.288
O4 -0.880 -1.722 -3.392
H22 -1.598 -1.363 -2.910
H23 -0.569 -0.912 -3.834
O5 -0.679 -2.955 1.889
H24 -0.548 -3.851 1.762
H25 -0.040 -2.524 2.321
O6 -2.220 0.740 -2.854
H26 -1.991 1.014 -1.928
H27 -3.116 0.315 -2.745
O7 -3.781 -2.547 -0.393
H28 -3.186 -2.533 0.364
H29 -3.067 -2.632 -1.037

Forces on the atoms, in the same order (eV/Å):
C -0.1 -1.6 -2.0
C 0.2 0.8 1.1
C -5.0 -1.9 1.5
C 0.5 0.2 0.9
C 0.0 -2.2 0.5
C -0.5 -0.9 3.4
C -3.4 -0.7 0.0
N 3.4 0.3 1.7
H -2.2 1.6 1.6
H 2.4 -0.2 -1.5
H -0.3 0.5 1.1
H 1.3 -0.2 -0.4
H 2.3 0.9 -2.0
H -0.2 -0.6 0.6
H 0.3 0.0 -0.6
H 0.5 0.9 -2.0
H 2.2 1.7 0.1
H 0.0 0.0 -1.6
H -0.2 0.1 0.1
H 0.5 0.4 0.6
H 1.7 1.3 -0.9
H 0.2 -0.1 -2.2
H -2.6 -0.5 0.0
O -1.2 -0.4 0.8
H 0.8 0.5 0.7
H 0.8 0.3 -1.3
O 1.5 0.1 -2.0
H 0.0 0.2 2.5
H -1.4 0.0 -0.5
O 0.0 1.0 1.1
H 0.4 0.6 -0.6
H -1.3 -1.3 -0.4
O 1.2 -0.1 -1.3
H -1.1 0.5 1.0
H -0.5 -1.0 -0.1
O -5.0 0.7 -2.6
H 1.0 -2.6 -0.1
H 4.1 1.9 2.7
O -1.2 -0.3 1.3
H -0.3 -0.4 -1.0
H 1.3 0.7 -0.3
O 0.8 -0.3 -0.1
H -0.4 0.2 0.8
H -0.4 0.0 -0.7

=====

Please write out number 4 again, unchanged.
8 unconnected molecules or ions with the total composition C7H29NO7 in a non-equilibrium geometry. Source: OMol25; level of theory: ωB97M-V with the def2-TZVPD basis set.

Summary:
relative energy (zero: lowest compared OMol25 entry of this formula, charge and spin): 113.78 kcal/mol
multiplicity: 1
SMILES string: C/C=C/CCCCN.O.O.O.O.O.O.O
LUMO level: 0.089 eV
frontier orbital gap: 8.6 eV

Cartesian coordinates (Å):
C1 -1.090 3.474 -0.503
C2 -0.408 2.695 0.547
C3 0.910 2.641 0.845
C4 1.276 1.999 2.138
C5 1.348 0.464 2.146
C6 2.542 0.014 1.114
C7 3.028 -1.499 1.284
N1 2.696 -2.282 0.066
H1 -1.357 4.390 -0.108
H2 -0.594 3.978 -1.277
H3 -1.832 2.925 -1.123
H4 -1.206 2.443 1.302
H5 1.584 2.834 0.117
H6 2.275 2.429 2.334
H7 0.609 2.320 2.965
H8 1.455 0.058 3.247
H9 0.306 -0.103 1.872
H10 2.065 0.180 0.190
H11 3.390 0.701 1.198
H12 4.064 -1.669 1.499
H13 2.329 -2.026 2.083
H14 1.698 -2.193 0.042
H15 3.458 -1.998 -0.608
O1 0.963 0.632 -2.848
H16 0.285 0.317 -2.214
H17 0.491 0.183 -3.546
O2 -2.688 0.092 0.045
H18 -2.758 0.140 0.961
H19 -3.563 0.215 -0.265
O3 0.106 -1.590 -0.622
H20 -0.342 -1.989 0.165
H21 0.634 -0.805 -0.288
O4 -0.880 -1.722 -3.392
H22 -1.598 -1.363 -2.910
H23 -0.569 -0.912 -3.834
O5 -0.679 -2.955 1.889
H24 -0.548 -3.851 1.762
H25 -0.040 -2.524 2.321
O6 -2.220 0.740 -2.854
H26 -1.991 1.014 -1.928
H27 -3.116 0.315 -2.745
O7 -3.781 -2.547 -0.393
H28 -3.186 -2.533 0.364
H29 -3.067 -2.632 -1.037

Forces on the atoms, in the same order (eV/Å):
C -0.1 -1.6 -2.0
C 0.2 0.8 1.1
C -5.0 -1.9 1.5
C 0.5 0.2 0.9
C 0.0 -2.2 0.5
C -0.5 -0.9 3.4
C -3.4 -0.7 0.0
N 3.4 0.3 1.7
H -2.2 1.6 1.6
H 2.4 -0.2 -1.5
H -0.3 0.5 1.1
H 1.3 -0.2 -0.4
H 2.3 0.9 -2.0
H -0.2 -0.6 0.6
H 0.3 0.0 -0.6
H 0.5 0.9 -2.0
H 2.2 1.7 0.1
H 0.0 0.0 -1.6
H -0.2 0.1 0.1
H 0.5 0.4 0.6
H 1.7 1.3 -0.9
H 0.2 -0.1 -2.2
H -2.6 -0.5 0.0
O -1.2 -0.4 0.8
H 0.8 0.5 0.7
H 0.8 0.3 -1.3
O 1.5 0.1 -2.0
H 0.0 0.2 2.5
H -1.4 0.0 -0.5
O 0.0 1.0 1.1
H 0.4 0.6 -0.6
H -1.3 -1.3 -0.4
O 1.2 -0.1 -1.3
H -1.1 0.5 1.0
H -0.5 -1.0 -0.1
O -5.0 0.7 -2.6
H 1.0 -2.6 -0.1
H 4.1 1.9 2.7
O -1.2 -0.3 1.3
H -0.3 -0.4 -1.0
H 1.3 0.7 -0.3
O 0.8 -0.3 -0.1
H -0.4 0.2 0.8
H -0.4 0.0 -0.7

=====

Q: Look up the LUMO level of the fourth one.
A: 0.089 eV